Record 1
The following is a quantum chemistry calculation of a molecular structure, C56H39N4O11PS2Sr in a non-equilibrium geometry, from the OMol25 dataset.

Atoms and positions in Å:
Sr -1.43 0.10 -2.38
S -2.50 2.46 -3.40
S -4.04 -0.78 -3.27
P -1.81 -2.51 0.12
O 1.27 0.78 -2.87
O 4.14 -0.50 -6.90
O -5.01 -1.80 -3.48
O -2.35 3.86 -3.62
O 6.35 -0.07 -6.34
O 2.67 2.12 -1.68
O -3.71 -0.51 -1.86
O 3.76 6.18 9.08
O -2.58 2.08 -1.97
O -1.54 1.61 -4.12
O -2.79 -0.92 -4.05
N 2.28 2.59 3.88
N 0.64 -0.10 0.10
N 0.30 3.44 4.36
N -1.74 0.87 0.67
C 1.98 5.71 7.65
C -4.13 2.02 -4.04
C -0.29 -2.32 -2.47
C 3.49 1.02 -3.60
C 1.56 3.40 4.70
C 4.22 0.09 -5.65
C -4.96 -3.13 2.65
C 5.50 -0.66 -7.34
C 5.87 0.94 -4.14
C -3.28 2.19 1.93
C 0.22 2.60 3.24
C -6.74 1.67 -4.97
C 0.51 -2.25 -3.60
C 1.42 2.07 2.94
C 2.31 -3.18 2.20
C 4.07 4.58 7.29
C 2.09 -3.74 0.95
C -4.07 -2.64 1.70
C -2.84 -4.79 -1.22
C -2.91 -3.33 1.37
C -0.96 2.23 2.48
C 1.43 5.04 6.57
C 1.29 -2.45 2.80
C -4.69 -4.32 3.30
C -4.81 3.07 -4.65
C -0.34 -4.30 -4.59
C 2.36 1.38 -2.64
C 4.82 1.28 -3.27
C -1.94 -3.76 -1.25
C -2.11 -5.56 -3.39
C 2.91 0.55 1.56
C 2.19 4.12 5.84
C 3.49 3.91 6.21
C -6.11 2.89 -5.12
C -0.76 1.34 1.44
C 2.97 -0.35 0.54
C 0.07 -2.29 2.15
C -2.26 2.67 2.71
C -2.94 -5.70 -2.31
C -6.07 0.60 -4.38
C 0.87 -3.58 0.30
C 5.52 0.35 -5.33
C 0.58 0.78 1.12
C -3.54 -5.04 2.97
C 3.30 5.48 8.01
C -1.19 -4.48 -3.46
C 3.17 0.40 -4.82
C 5.11 5.94 9.45
C 1.67 1.13 1.87
C -0.16 -2.86 0.89
C -1.12 -3.52 -2.41
C 1.80 -0.65 -0.18
C -2.98 1.27 0.91
C 0.50 -3.23 -4.64
C -4.77 0.74 -3.91
C -2.66 -4.55 2.02
H 6.91 1.13 -3.90
H 5.73 -1.71 -7.43
H 1.19 -1.40 -3.71
H -6.62 3.71 -5.59
H 1.44 -1.98 3.77
H 3.80 0.81 2.12
H -3.49 -4.93 -0.37
H 5.63 -0.14 -8.28
H 4.11 3.20 5.66
H 2.88 -4.30 0.46
H -3.32 -5.98 3.47
H 5.10 4.39 7.55
H -4.31 4.02 -4.74
H -5.38 -4.70 4.05
H -4.28 -1.70 1.19
H 1.15 -3.10 -5.50
H -0.72 -1.70 2.62
H 1.40 6.42 8.22
H -6.54 -0.36 -4.28
H 3.27 2.42 3.92
H -1.76 -5.11 1.77
H 5.80 6.21 8.65
H -0.39 -5.02 -5.41
H 2.14 0.19 -5.06
H 3.91 -0.82 0.25
H -5.86 -2.56 2.89
H 3.26 -3.30 2.70
H -2.16 -6.27 -4.21
H 1.81 -1.34 -1.02
H -7.75 1.53 -5.33
H 0.73 -3.99 -0.70
H -4.30 2.51 2.07
H -2.45 3.38 3.51
H -3.77 0.89 0.25
H -3.67 -6.51 -2.27
H 5.31 6.56 10.32
H 5.01 1.78 -2.33
H 5.26 4.89 9.72
H 0.40 5.21 6.28

Summary:
Energy (eV): -118989.08228
E_HOMO (eV): -1.9
Gap between HOMO and LUMO (eV): 4.81
Net charge: -2

Atomic partial charges in e from the Mulliken method, atoms 1 to 5: 1.073, 1.481, 1.626, 2.748, -0.245



Record 2
The following is a quantum chemistry calculation of a molecular structure, C56H42F6HfN5O6Sb in a non-equilibrium geometry, from the OMol25 dataset.

Atoms and positions in Å:
Hf -0.06 0.54 -0.11
Sb 1.34 3.52 -1.47
F -0.15 2.70 -0.31
F 2.39 3.44 0.14
F 2.86 4.07 -2.35
F -1.26 0.93 -1.75
F 0.20 3.27 -2.91
F 0.50 5.04 -0.99
O -1.90 -6.78 -5.09
O -8.87 1.16 2.15
O 1.45 4.11 8.42
O 8.94 0.47 0.12
O 2.94 1.25 -1.58
O 1.54 1.54 -1.57
N 3.19 2.20 -7.12
N -1.24 0.95 1.71
N -1.58 -1.09 0.00
N 1.34 -1.16 -0.81
N 1.60 0.72 1.38
C -0.21 1.06 -6.94
C -0.75 -3.77 -2.47
C 7.60 0.45 -0.14
C -3.46 0.08 1.07
C 2.87 0.59 0.89
C -2.92 -0.83 0.16
C 2.23 1.68 -6.76
C -0.04 0.11 -4.36
C -1.88 -5.98 -2.89
C 0.99 1.09 -6.22
C 0.50 1.72 3.33
C -0.76 -4.80 -4.70
C 5.43 1.45 -0.63
C -0.80 1.62 2.85
C 0.68 4.30 6.20
C -5.48 1.56 1.07
C 3.72 0.97 1.92
C -5.76 -0.74 1.71
C -0.36 -3.82 -3.84
C 1.64 1.19 2.69
C -1.49 -4.90 -2.03
C 0.47 3.74 4.93
C -2.63 0.90 1.79
C -4.93 0.31 1.23
C 1.30 1.64 5.71
C -7.62 0.81 1.87
C -0.42 -2.64 -1.63
C 6.93 -0.79 0.05
C -1.50 -2.04 -1.01
C 3.19 -2.18 -1.80
C -1.29 0.47 -6.38
C 1.14 0.58 -4.94
C 0.87 -2.28 -1.48
C 2.03 -2.89 -2.15
C -2.38 -0.58 -4.38
C 0.75 2.41 4.62
C -2.76 -7.89 -4.80
C -1.27 -0.04 -5.05
C -6.84 1.78 1.32
C 3.29 0.24 -0.51
C -3.71 -1.66 -0.66
C 2.95 1.29 3.11
C 2.64 -1.06 -0.95
C -1.97 2.03 3.64
C -3.05 1.59 3.01
C 4.83 0.25 -0.47
C 6.87 1.54 -0.53
C -1.65 -5.82 -4.24
C 9.58 1.73 -0.07
C -7.11 -0.51 2.02
C -9.88 0.20 2.47
C 1.27 3.50 7.22
C -2.89 -2.39 -1.40
C 1.99 3.34 9.50
C 5.59 -0.89 -0.06
C 1.56 2.18 6.95
H 0.53 5.37 6.54
H 2.10 3.98 10.34
H 7.45 2.47 -0.59
H 2.12 -3.84 -2.63
H -0.55 -4.72 -5.75
H 1.39 2.47 9.76
H -2.48 -0.63 -3.30
H 7.45 -1.62 0.50
H -3.04 -3.04 -2.22
H 3.28 1.52 4.10
H -2.25 -8.42 -3.94
H -1.71 -5.14 -0.94
H 4.96 2.41 -0.85
H 0.12 4.41 4.15
H 9.64 2.09 -1.09
H 1.43 0.56 5.58
H 2.99 2.96 9.26
H -10.67 0.78 2.91
H 4.24 -2.29 -2.17
H -7.66 -1.37 2.37
H -10.26 -0.26 1.60
H -5.28 -1.74 1.89
H -4.02 1.67 3.37
H -2.86 -8.49 -5.69
H 4.79 0.83 1.99
H 0.15 -2.96 -4.20
H 9.06 2.51 0.45
H -3.35 -0.85 -4.72
H -7.28 2.72 1.18
H -3.80 -7.62 -4.51
H 10.64 1.64 0.29
H 1.66 1.44 7.71
H 5.15 -1.84 0.10
H -0.10 -0.07 -3.28
H -2.00 2.44 4.63
H -4.92 2.36 0.59
H -2.51 -6.80 -2.47
H -9.48 -0.56 3.11
H -2.21 0.43 -6.85
H -4.83 -1.61 -0.66
H -0.26 1.38 -7.96
H 2.03 0.66 -4.30

Summary:
Energy (eV): -102631.85955
E_HOMO (alpha / beta) (eV): -9.0 / -9.6
Gap between HOMO and LUMO (alpha / beta) (eV): 2.94 / 3.61
2S+1: 2
Net charge: +1

Atomic partial charges in e from the Mulliken method, atoms 1 to 5: 3.137, 2.111, -0.998, -0.666, -0.522



Record 3
The following is a quantum chemistry calculation of a molecular structure, C56H44AsCaCl3GeN15P2SSe2 in a non-equilibrium geometry, from the OMol25 dataset.

Atoms and positions in Å:
Se -2.58 -1.80 -1.95
Se -4.02 -6.23 2.44
As 0.08 3.13 0.51
Ge 3.47 0.87 -0.76
Ca 0.41 -0.14 0.55
Cl 3.37 1.93 -2.94
Cl 5.34 2.03 -0.16
Cl 4.57 -1.04 -1.54
S -2.64 1.72 -0.43
P -3.02 -3.06 -0.32
P -2.66 -4.85 3.30
N -0.23 -2.19 2.22
N -1.87 0.20 4.17
N 1.86 0.55 2.11
N -2.83 0.32 3.24
N 3.20 0.42 1.94
N 3.76 0.16 3.07
N -0.81 -3.05 3.01
N 0.41 -0.14 -1.92
N -2.30 0.55 2.09
N -0.95 0.62 2.20
N 1.77 -2.07 -0.06
N -0.86 -2.10 1.07
N 0.50 0.37 4.10
N 1.28 -2.31 -2.36
N 2.84 0.08 4.04
C 2.70 -4.70 -0.03
C -4.64 -2.67 0.43
C 2.29 -2.63 1.05
C 0.89 -1.04 -2.77
C -3.79 -5.51 -1.53
C -1.24 4.07 -0.61
C -4.65 -1.41 1.03
C -1.05 5.34 -1.15
C 0.93 -7.45 4.54
C -0.73 0.39 3.49
C -2.02 5.92 -1.96
C 2.24 6.75 1.11
C -6.91 -1.77 1.74
C -0.90 -6.03 5.20
C -5.78 -0.97 1.69
C -1.20 -6.49 -1.46
C -4.00 -4.88 5.71
C -0.12 3.76 4.64
C -3.34 -4.06 4.79
C 3.40 6.55 0.37
C 2.76 -3.92 1.12
C -2.41 3.35 -0.95
C -2.80 -4.77 -0.90
C -3.51 -6.75 -2.07
C 2.58 4.38 -0.28
C -4.24 -3.01 7.19
C -2.21 -7.25 -2.03
C 0.97 -0.80 -4.15
C -3.38 3.96 -1.77
C -6.91 -3.01 1.13
C -1.45 4.06 4.90
C 1.69 0.32 3.42
C -3.16 -2.71 5.06
C 0.53 0.40 -4.65
C 1.74 -2.81 -1.16
C -4.43 -4.36 6.91
C -5.77 -3.47 0.47
C 2.19 -4.14 -1.18
C 1.44 4.55 0.50
C -1.22 -5.82 3.87
C -3.18 5.23 -2.27
C -0.46 -6.42 2.87
C -1.88 -3.56 2.35
C 0.30 3.54 3.34
C -0.61 3.59 2.28
C -2.36 4.11 3.85
C -1.92 -2.92 1.09
C -0.01 1.33 -3.77
C 3.56 5.36 -0.34
C -1.94 3.87 2.55
C 1.28 5.76 1.19
C -3.62 -2.19 6.26
C 0.17 -6.85 5.53
C -0.03 1.01 -2.44
C -1.49 -5.25 -0.90
C 0.61 -7.22 3.20
H 1.77 -8.08 4.80
H 4.46 5.19 -0.92
H -4.92 -5.00 7.63
H -0.37 2.30 -4.10
H -0.15 5.88 -0.93
H -3.92 5.68 -2.92
H 1.48 -2.91 -3.13
H -7.79 -3.64 1.17
H -4.27 3.40 -2.03
H -3.48 -1.13 6.46
H -0.69 -4.65 -0.47
H 0.38 5.92 1.78
H -1.99 -8.22 -2.45
H 0.42 -7.02 6.57
H -2.66 3.88 1.75
H -5.78 -4.45 0.04
H -4.59 -2.60 8.13
H -0.18 -6.85 -1.45
H -1.85 6.92 -2.36
H -1.78 4.23 5.92
H -4.17 -5.92 5.46
H 2.10 7.69 1.64
H 3.06 -5.72 -0.03
H 2.16 -4.70 -2.11
H -1.49 -5.56 5.98
H 2.33 -2.00 1.93
H 2.71 3.48 -0.86
H -2.67 -2.06 4.35
H -0.44 1.71 -1.73
H 0.59 3.69 5.46
H 1.20 -7.68 2.41
H 0.52 0.04 5.05
H -5.75 0.00 2.17
H -4.30 -7.33 -2.53
H 3.15 -4.31 2.04
H -7.80 -1.43 2.26
H 1.40 -1.55 -4.80
H 4.16 7.32 0.33
H 1.34 3.31 3.14
H -3.76 -0.78 1.00
H -0.73 -6.26 1.83
H -3.40 4.33 4.06
H 0.61 0.62 -5.71
H -4.80 -5.11 -1.60

Summary:
Energy (eV): -414613.88012
E_HOMO (alpha / beta) (eV): -3.1 / -3.1
Gap between HOMO and LUMO (alpha / beta) (eV): 6.69 / 5.11
2S+1: 2
Net charge: -2

Atomic partial charges in e from the natural (NBO) method, atoms 1 to 5: -0.507, -0.564, 0.941, 0.805, 1.697



Record 4
The following is a quantum chemistry calculation of a molecular structure, C56H44Cl4FN5OSiZr in a non-equilibrium geometry, from the OMol25 dataset.

Atoms and positions in Å:
Zr -0.19 0.07 0.14
Cl -7.60 6.07 2.42
Cl 3.56 -4.77 7.64
Cl -4.75 -5.88 -4.26
Cl 4.30 4.19 -4.05
Si 3.23 -0.54 -1.29
F -0.59 1.72 -1.55
O -0.51 -0.93 -1.43
N -0.51 -1.72 1.36
N -0.69 2.09 1.05
N 1.34 0.35 1.65
N 1.90 0.58 -1.37
N -2.40 0.03 0.54
C 1.91 -2.43 4.15
C 1.09 -2.83 5.20
C 3.20 1.36 2.48
C -3.73 -2.74 -2.03
C 0.32 2.98 1.11
C 0.90 2.71 -4.75
C -3.37 -5.47 -1.97
C -4.46 -0.86 0.09
C -2.44 -2.37 0.01
C 3.77 -3.48 5.28
C 1.33 -1.69 3.01
C 3.26 -2.77 4.20
C 2.44 3.35 -0.08
C 3.01 0.20 3.19
C 2.93 -3.87 6.30
C -3.37 0.97 0.79
C -0.86 -1.37 -3.77
C 1.82 4.28 -1.00
C 2.56 -1.94 -0.18
C 2.19 2.35 -4.57
C -4.09 -4.90 -3.00
C -3.03 -1.09 0.13
C 0.01 -3.17 -2.23
C -3.13 2.27 1.23
C 4.88 0.00 -0.48
C 1.87 -0.44 2.63
C -3.03 -3.30 -0.95
C 2.31 4.40 -2.25
C 3.82 3.05 -0.35
C 3.74 -1.33 -2.98
C 1.71 1.51 -2.27
C 0.24 -2.29 2.36
C 3.38 3.50 -2.68
C -6.33 4.95 2.05
C 1.58 -3.54 6.27
C 2.73 2.05 -3.23
C -1.49 4.11 1.77
C 4.31 3.18 -1.58
C 1.69 2.63 0.84
C -1.83 2.78 1.39
C 0.39 2.01 -2.51
C -0.01 2.59 -3.67
C -0.03 -1.65 -2.51
C -0.14 4.24 1.57
C -2.85 -4.68 -0.97
C -1.38 -2.67 0.91
C -1.18 -3.88 1.65
C -4.26 3.18 1.49
C -4.27 -3.52 -3.04
C -5.42 5.26 1.05
C -4.66 0.41 0.53
C -5.20 2.89 2.47
C 2.14 1.45 1.55
C -4.39 4.37 0.78
C -6.23 3.76 2.75
C -0.20 -3.64 2.57
H -1.89 -1.66 -3.59
H 0.93 -3.85 7.07
H -5.60 0.91 0.66
H -0.83 -0.31 -4.01
H -3.68 4.61 0.00
H 2.89 2.36 -5.40
H 0.54 3.03 -5.71
H -3.21 -6.54 -1.96
H 0.49 5.09 1.77
H -2.27 -5.17 -0.20
H -0.48 -1.94 -4.61
H 0.18 -4.33 3.29
H 0.23 -3.34 -1.18
H 4.82 -3.73 5.31
H 3.95 2.11 2.66
H 5.41 0.75 -1.05
H -3.83 -1.67 -2.11
H 1.01 -1.32 -2.73
H -6.95 3.53 3.52
H 3.58 -0.15 4.03
H -5.51 6.17 0.49
H 0.04 -2.56 5.18
H 1.88 5.06 -2.98
H 3.87 -0.60 -3.78
H -4.79 -3.07 -3.86
H 3.60 1.40 -3.28
H 0.96 4.84 -0.69
H 4.45 2.73 0.46
H 2.68 -2.91 -0.64
H -2.17 4.84 2.16
H 4.72 0.39 0.52
H 3.92 -2.49 3.39
H -0.95 -3.61 -2.46
H -5.20 -1.60 -0.16
H 3.01 -2.05 -3.33
H 5.35 3.01 -1.83
H 4.68 -1.85 -2.87
H -1.05 2.88 -3.80
H 5.52 -0.87 -0.39
H -1.76 -4.78 1.59
H -5.11 1.97 3.02
H 3.10 -1.96 0.76
H 1.50 -1.77 0.02
H 0.77 -3.65 -2.84

Summary:
Energy (eV): -130253.67055
E_HOMO (eV): -6.0
Gap between HOMO and LUMO (eV): 4.32
Net charge: 0

Atomic partial charges in e from the Mulliken method, atoms 1 to 5: -0.310, -0.220, -0.219, -0.231, -0.156